# 1
# C6H14N2O2

A cluster of 2 separate species, C6H14N2O2 in total in a non-equilibrium geometry (the ωB97M-V functional and the def2-TZVPD basis, OMol25).

Calculated values
Kohn-Sham gap in hartree: 0.381
Multiplicity: 1
Energy relative to the best compared isomer or geometry (same formula, charge and spin) in kJ/mol: 84.4
LUMO level in eV: 0.64
Highest occupied orbital energy in eV: -9.7
Energy in eV: -13524.7499
Largest force on an atom in hartree/bohr: 0.0351

Each line ends with the Mulliken charge.
Atoms and positions in Å:
C: -2.22709 0.45866 -2.19487  -1.06
C: -0.52882 1.64407 0.94364  -1.04
C: -2.13243 1.12019 -0.84993  0.72
O: -2.99056 1.84744 -0.40389  -0.63
N: -0.99238 0.81097 -0.16269  -0.08
H: -3.24273 0.10207 -2.33469  0.33
H: -0.28464 0.50327 -0.81275  0.18
H: -1.17437 2.53352 0.95062  0.45
H: -2.16450 1.23467 -2.95391  0.26
H: -1.58563 -0.38242 -2.41504  0.32
H: -0.70952 1.17836 1.90691  0.23
H: 0.45881 2.00844 0.67883  0.30
C: 2.79565 0.08203 0.04658  -1.00
C: 0.12631 -2.22947 1.30048  -1.16
C: 1.11581 -1.65070 0.33901  0.77
O: 1.29561 -2.02070 -0.80445  -0.63
N: 1.76719 -0.55358 0.83143  -0.17
H: 1.61356 -0.20062 1.75093  0.24
H: 3.00165 1.06568 0.46695  0.37
H: 0.38826 -2.13260 2.34424  0.34
H: 3.76402 -0.43537 0.13697  0.34
H: 2.65599 0.05246 -1.02837  0.30
H: -0.80966 -1.75873 1.11054  0.26
H: -0.14054 -3.27765 1.15346  0.35

Cartesian forces (eV/Å) of the 2 atoms listed first:
-1.13 0.17 -0.56
-1.29 0.86 -0.92

# 2
# C6H14N2O2

A cluster of 2 separate species, C6H14N2O2 in total in a non-equilibrium geometry (the ωB97M-V functional and the def2-TZVPD basis, OMol25).

Calculated values
Kohn-Sham gap in hartree: 0.357
Multiplicity: 1
Energy relative to the best compared isomer or geometry (same formula, charge and spin) in kJ/mol: 118.6
LUMO level in eV: 0.58
Highest occupied orbital energy in eV: -9.1
Energy in eV: -13524.3952
Largest force on an atom in hartree/bohr: 0.0456

Each line ends with the Mulliken charge.
Atoms and positions in Å:
C: -1.13525 -3.09903 1.04091  -1.00
C: 0.78778 -2.23926 -2.18310  -0.80
C: -0.46304 -2.16299 0.03610  0.65
O: -0.26601 -0.96930 0.13905  -0.62
N: 0.18430 -2.84256 -0.96946  -0.23
H: -1.77573 -2.54008 1.72534  0.29
H: -0.27634 -3.68893 -1.28964  0.25
H: 0.36178 -2.80421 -2.97990  0.29
H: -1.61576 -3.88724 0.46878  0.36
H: -0.28302 -3.45344 1.68353  0.24
H: 0.75526 -1.17523 -2.26203  0.30
H: 1.88155 -2.35743 -2.19698  0.25
C: -1.40724 2.63397 1.59670  -0.92
C: 1.76582 2.58814 -0.39673  -1.00
C: 0.34085 2.89246 -0.02674  0.70
O: -0.17726 3.90244 -0.46912  -0.64
N: -0.18614 2.12262 0.97245  -0.15
H: 0.17257 1.19514 1.10372  0.26
H: -1.96844 3.23886 0.91859  0.34
H: 2.11846 1.58692 -0.14125  0.30
H: -2.08687 1.80093 1.86626  0.31
H: -1.09018 3.12128 2.54210  0.27
H: 1.91231 2.86895 -1.42447  0.31
H: 2.45060 3.26801 0.24590  0.24

Cartesian forces (eV/Å) of the 2 atoms listed first:
1.22 0.95 0.29
1.23 -0.38 1.41

# 3
# C6H14N2O2

A cluster of 2 separate species, C6H14N2O2 in total in a non-equilibrium geometry (the ωB97M-V functional and the def2-TZVPD basis, OMol25).

Calculated values
Kohn-Sham gap in hartree: 0.367
Multiplicity: 1
Energy relative to the best compared isomer or geometry (same formula, charge and spin) in kJ/mol: 226.9
LUMO level in eV: 0.54
Highest occupied orbital energy in eV: -9.4
Energy in eV: -13523.2723
Largest force on an atom in hartree/bohr: 0.0993

Each line ends with the Mulliken charge.
Atoms and positions in Å:
C: -1.88807 -0.73754 2.51683  -1.06
C: 0.78244 -2.32617 0.42773  -0.95
C: -0.23137 -2.33612 1.56829  0.68
O: -0.64635 -3.25759 2.19329  -0.58
N: -0.74074 -1.03751 1.65376  -0.18
H: -0.56982 -0.28081 1.12452  0.29
H: -1.60429 -0.33961 3.48823  0.30
H: 1.71225 -1.75220 0.62323  0.26
H: -2.50298 0.04815 2.17527  0.39
H: -2.56502 -1.64519 2.41061  0.30
H: 0.94502 -3.35503 0.24462  0.35
H: 0.27124 -1.83812 -0.44760  0.19
C: 1.06215 0.88494 -3.23157  -1.15
C: 0.70249 2.97848 -0.05967  -0.75
C: 0.34632 1.57414 -2.03272  0.73
O: -0.59061 1.04420 -1.49242  -0.54
N: 1.00493 2.76566 -1.52225  -0.34
H: 1.59542 1.76504 -3.71200  0.35
H: 2.04931 2.82871 -1.65170  0.28
H: 1.43662 2.56291 0.66485  0.29
H: 0.54727 4.15818 0.02074  0.27
H: 1.96645 0.34088 -3.00262  0.31
H: 0.42930 0.34308 -3.91065  0.31
H: -0.30822 2.54770 0.31166  0.25

Cartesian forces (eV/Å) of the 2 atoms listed first:
-0.30 -2.08 -0.32
-0.48 0.68 -0.23